The following is a DFT calculation (the ωB97M-V functional and the def2-TZVPD basis) of C17H24AsN2O3SSbSe4V as an isolated structure.

Atoms and positions in Å:
Sb -3.27147 3.36962 -0.84053
Se -2.79603 0.96761 -1.23162
Se -3.38349 4.58465 1.18770
Se -4.99350 3.75209 -2.66808
Se -2.73379 4.53121 -3.00599
As 1.03488 -2.55927 0.38512
V -0.46813 0.09562 -0.47701
S -1.39144 -1.66036 -1.00549
O 0.21614 0.11978 1.35158
O 3.72854 0.85691 4.52492
O 1.24209 -0.13011 -1.35047
N 0.08992 2.29272 -0.41839
N 0.32249 2.34998 -2.74724
C 2.55444 -3.24736 1.43012
C 2.50084 -0.18664 0.70237
C -0.21434 -2.81688 1.85676
C 1.52923 0.17658 1.65417
C 3.10805 -1.56333 -1.40274
C 0.10869 2.97260 0.75686
C 0.48964 5.04786 -0.32067
C 2.77615 1.16416 5.52678
C 1.92318 0.49090 2.95909
C 0.88891 -4.05166 -0.86102
C 0.27412 2.99476 -1.54936
C 3.26778 0.53580 3.29232
C 3.84536 -0.13259 1.07098
C 0.46473 4.39138 -1.51671
C 2.07518 -0.81030 -0.58664
C 0.31997 4.31992 0.85831
C 4.24212 0.24059 2.33532
H 2.17992 2.03812 5.25319
H 3.71613 -2.25408 -0.83006
H 4.60539 -0.40042 0.34785
H 0.44076 -3.72782 -1.79632
H 0.17555 -2.25211 2.70055
H 2.60101 -2.08567 -2.21227
H -0.07893 2.36983 1.62799
H 1.14355 0.72618 3.67043
H 0.27267 -4.83919 -0.42843
H 0.07664 1.37486 -2.79287
H 3.34562 1.38314 6.42524
H 2.30361 -4.26083 1.74647
H 0.62692 6.12097 -0.29367
H 5.28521 0.29280 2.61329
H -1.21460 -2.48375 1.60226
H 0.60599 4.91786 -2.45243
H 3.77331 -0.82599 -1.85971
H 1.89335 -4.43461 -1.03199
H 2.68944 -2.61981 2.31072
H -0.20412 -3.88076 2.09149
H 3.48493 -3.27739 0.87246
H 2.11189 0.31736 5.71749
H -0.00880 2.88932 -3.53236
H 0.30242 4.79634 1.82636

Properties
Energy above the lowest of the compared OMol25 structures with the same formula, charge and spin = 0.0 kJ/mol
LUMO energy (alpha / beta) = -1.2 / -0.8 eV
Kohn-Sham gap (alpha / beta) = 6.5532 / 6.9197 eV
2S+1 = 2


The following is a DFT calculation (the ωB97M-V functional and the def2-TZVPD basis) of C17H24BF4IMnN6Sb as an isolated structure.

Atoms and positions in Å:
I -3.17314 -0.26990 -1.57294
Sb 0.80484 0.64020 -1.57436
Mn -1.24136 0.63543 0.48761
F -2.09212 2.53749 1.48352
F -1.15891 4.58736 0.82267
F -1.47430 2.80900 -0.66050
F 0.10033 2.63318 0.98033
N 1.51371 -0.08146 4.65239
N -1.31285 -1.75878 0.05025
N 0.11401 0.00891 2.25305
N -2.64534 -0.00971 2.17713
N -2.74668 0.31273 4.40293
N -3.97658 0.34315 3.84354
C 3.58270 1.63054 -2.43251
C 2.51106 -1.88042 -1.22216
C 0.31854 1.44344 -3.48341
C 0.18775 -0.02742 4.62642
C -3.90462 0.18654 2.52581
C 1.58455 -1.22562 -2.24638
C -1.89897 -4.32510 -0.80940
C 0.19644 2.96305 -3.52877
C 1.44346 -0.04134 2.27650
C -2.22894 -1.99347 -0.87519
C 2.63698 1.66608 -1.23565
C -0.51205 0.01529 3.42897
C -1.98238 0.09001 3.36581
C 2.13552 -0.09117 3.47532
C -2.57326 -3.24313 -1.35552
C -0.94556 -4.11171 0.17515
C -0.68443 -2.81556 0.57768
B -1.14222 3.25509 0.66116
H -4.79130 0.49260 4.41800
H -3.33231 -3.36659 -2.11364
H 3.14601 2.11596 -3.30623
H 3.21728 -0.13162 3.48529
H 0.05097 -2.60042 1.34331
H 4.51462 2.15130 -2.20720
H 2.89189 -2.84072 -1.57386
H -0.62265 3.32467 -2.90905
H 3.84362 0.61002 -2.71939
H -0.34191 -0.01564 5.57057
H 3.37824 -1.25113 -1.00730
H 0.73047 -1.86430 -2.48386
H -2.12150 -5.32774 -1.15050
H 3.09516 1.22476 -0.34836
H -4.76190 0.19084 1.87219
H 2.00145 -2.06379 -0.27227
H 1.11347 1.08864 -4.14221
H -0.59908 0.94738 -3.80455
H 2.35929 2.68404 -0.95857
H 2.10892 -1.03473 -3.18416
H 1.10824 3.45120 -3.17812
H 1.95965 -0.03534 1.32515
H 0.02494 3.30263 -4.55110
H -0.40973 -4.93475 0.62644

Properties
Charge = +1
LUMO energy (alpha / beta) = -3.2 / -3.3 eV
Kohn-Sham gap (alpha / beta) = 7.9774 / 8.3720 eV
2S+1 = 6


The following is a DFT calculation (the ωB97M-V functional and the def2-TZVPD basis) of C17H24CaCl2O23 as an isolated structure.

Atoms and positions in Å:
Ca -1.24118 -1.10634 -0.84046
Cl -3.23895 -1.45107 -3.34740
Cl -1.08075 -4.43914 0.46180
O -4.15797 -0.21120 2.26110
O -0.00744 0.81606 -2.42432
O -2.33135 -1.22507 1.47891
O 2.80767 -0.96428 1.16074
O -0.67778 -5.50694 -0.47131
O -3.58514 -1.26280 -1.96810
O 2.84029 -3.22961 -1.38525
O -2.01881 -3.65170 -0.28660
O -4.07318 -2.48070 -3.94877
O -1.56892 -4.86338 1.81254
O -1.98578 1.18066 -0.27365
O -2.24753 3.44982 -0.25251
O 0.73518 -0.26251 0.51090
O 1.18395 -1.10067 2.69635
O 0.73336 1.17556 -4.45110
O -1.89867 -1.97632 -3.28539
O -3.12408 -0.17172 -4.10188
O 3.11144 -1.25542 -2.46601
O -2.51326 -0.58760 3.60520
O -0.06259 -3.48991 0.61260
O 1.72453 2.26935 -2.82096
O 0.91282 -2.07247 -2.13181
O -2.06264 2.51267 1.67989
C -3.55940 -0.14804 4.51157
C -4.57730 0.36074 3.51426
C 0.84022 1.31824 -3.18391
C 1.53632 -0.68703 1.35892
C 2.15136 -2.19870 -1.99374
C -2.96386 0.89186 5.46468
C -2.07786 4.50516 0.72522
C 4.17964 -3.10992 -1.75862
C 2.21482 -1.89261 3.12307
C 2.28788 2.83288 -4.02598
C 3.78818 3.05148 -3.74495
C 3.39537 -1.60078 2.34008
C 1.93026 1.68861 -4.95034
C -2.38228 3.87578 2.01160
C -2.15561 2.28357 0.34000
C -2.96860 -0.79040 2.38839
C 4.42310 -1.58688 -2.10235
H -2.96520 1.86815 4.97994
H -3.57453 1.02888 6.35709
H -4.06580 -0.97048 5.01680
H 2.73928 0.96426 -4.85593
H -1.90036 0.68710 5.58778
H 1.83726 1.86416 -6.02208
H -4.78690 1.42872 3.45424
H 2.31815 -1.63601 4.17738
H 3.91113 3.89706 -3.06820
H 4.79032 -3.28009 -0.87193
H 4.38289 -3.77917 -2.59462
H 4.64634 -1.06101 -1.17406
H 3.76344 -2.57327 2.01313
H -1.81602 4.16188 2.89794
H 1.72250 3.69874 -4.37056
H 4.26560 2.20010 -3.25985
H -2.83047 5.28309 0.59674
H 1.86117 -2.91376 2.98063
H -1.14333 5.06135 0.65170
H 5.16671 -1.17467 -2.78443
H 4.35633 3.41953 -4.59926
H -3.45223 3.98718 2.18736
H -5.49348 -0.08505 3.90154
H 4.03199 -0.96589 2.95631

Properties
Energy above the lowest of the compared OMol25 structures with the same formula, charge and spin = 324.7 kJ/mol
LUMO energy = -0.1 eV
Kohn-Sham gap = 8.3985 eV


The following is a DFT calculation (the ωB97M-V functional and the def2-TZVPD basis) of a 5-piece molecular cluster, C17H24Cl12N overall.

Atoms and positions in Å:
Cl 7.08917 2.75154 4.88894
Cl -2.31489 2.77216 -4.12897
Cl -0.39589 3.91493 -5.98466
Cl 4.50730 1.85752 3.90971
Cl -4.97411 -2.27312 3.48358
Cl 0.46336 3.00874 -3.35584
Cl -5.11481 0.12907 1.86806
Cl 1.50817 4.11578 -0.25251
Cl -6.98242 -0.25135 4.05863
Cl 3.75950 2.96046 -1.67734
Cl 5.34142 1.19635 6.61198
Cl 3.85964 3.22955 1.21417
N -1.44441 0.32197 0.25647
C 0.43532 0.04548 -1.36734
C 5.88299 1.47451 4.96187
C 1.97702 -1.29177 0.13241
C -3.02822 -1.59129 -0.19975
C -0.64136 2.74072 -4.70999
C 3.27089 3.93179 -0.28854
C -1.03876 0.42785 -1.20316
C -6.05354 -1.05304 2.81063
C -2.06000 -0.25665 -2.12468
C -1.98863 -0.99430 0.74234
C 2.39966 -2.52072 0.63819
C 0.28494 -2.47412 -1.10474
C 1.77364 -3.70707 0.30327
C 0.70146 -3.67866 -0.58023
C 0.89671 -1.26423 -0.75943
C -3.33056 -0.70605 -1.40545
C 2.74791 -0.07288 0.57130
H 3.09506 -0.21078 1.59540
H -0.60671 0.52313 0.80634
H -6.73668 -1.54166 2.12866
H -3.95903 -1.76185 0.33384
H 0.62595 0.03419 -2.44311
H -2.34794 0.48302 -2.87066
H -1.15324 -1.65480 0.94924
H -1.60878 -1.07873 -2.67531
H 3.24420 -2.54569 1.31585
H 0.20055 -4.59269 -0.86886
H -0.44348 1.75439 -5.10907
H 1.02448 0.87478 -0.98080
H 2.17868 0.85267 0.55692
H -2.45378 -0.78157 1.70494
H 3.64069 0.06008 -0.04184
H -2.09807 1.07090 0.47667
H -3.94778 -1.25156 -2.11572
H 6.33287 0.56214 4.59476
H -1.09455 1.49248 -1.43846
H 3.70114 4.91849 -0.39648
H -2.69367 -2.56379 -0.56135
H -3.89613 0.17626 -1.08900
H -0.53866 -2.49325 -1.80286
H 2.11034 -4.64884 0.71334

Properties
Charge = +1
LUMO energy = -2.8 eV
Kohn-Sham gap = 9.1588 eV


Calculated maximum force in order - 0.0295; 0.0108; 0.1313; 0.0152 Eh/bohr
Calculated calculated total energy in order - -392427.19478; -84465.94976; -108580.51841; -169771.76475 eV